# 1
Entry from the Open Molecules 2025 dataset: a 26-piece molecular cluster, C11H67ClNO28Si overall (wB97M-V/def2-TZVPD).

ORCA input file:
```
! RIJCOSX wB97M-V def2-TZVPD def2/J DEFGRID3
* xyz 1 1
C 4.4859 -1.0741 1.3259
Si 2.9021 -0.4950 0.3686
C 2.2729 1.0973 1.2494
C 3.5507 0.0892 -1.3912
O 1.6937 -1.7472 0.1318
C 0.6884 -1.7730 1.2052
C -0.5770 -2.7941 0.8119
O -1.5352 -2.0454 -0.0228
C -2.9191 -2.5963 0.1358
O -3.2172 -3.8983 0.1119
C -4.1169 -1.4398 0.2932
C -3.9990 -0.4877 1.6627
C -5.1684 0.6997 1.8003
N -6.2546 0.8956 0.7330
Cl -7.3808 2.1870 0.9908
C -6.3845 0.0198 -0.4958
C -5.3202 -1.2026 -0.8020
H 4.9955 -2.0200 0.8610
H 5.2445 -0.1540 1.2680
H 4.2147 -1.1804 2.4693
H 2.1232 0.8109 2.3972
H 1.3049 1.5191 0.7446
H 3.1694 1.8827 1.2009
H 4.5270 -0.5450 -1.6335
H 3.8631 1.2255 -1.3637
H 2.7387 -0.0158 -2.2282
H 0.1874 -0.7430 1.4448
H 1.1505 -2.1944 2.2214
H -1.0645 -3.2679 1.7895
H -0.1175 -3.6373 0.1043
H -3.1647 -0.6142 2.4753
H -5.1070 1.4253 2.7362
H -7.2450 0.2625 -1.2552
H -5.3769 -1.9005 -1.7532
O -1.5939 1.3989 0.2345
H -2.0491 0.7091 0.7403
H -1.0992 0.9077 -0.4386
O -0.6955 2.4838 -2.4434
H -0.9246 3.0418 -1.6851
H -1.3223 1.7468 -2.3894
O 5.9183 1.8930 1.0582
H 6.6010 1.4854 1.6120
H 6.1384 2.8366 1.0719
O -9.6247 0.2830 -0.9535
H -8.9701 0.6527 -0.3422
H -10.4476 0.7373 -0.7180
O -11.2607 -0.2502 1.6656
H -11.7159 -0.9401 2.1713
H -10.7660 -0.7414 0.9925
O 2.8336 4.2489 1.4804
H 1.9748 4.1920 1.9255
H 2.6437 4.7408 0.6674
O 3.8628 1.9731 -3.3136
H 2.9260 2.1692 -3.4647
H 4.2634 2.8432 -3.1676
O -5.0941 4.4825 2.5253
H -5.2233 5.3614 2.1382
H -5.6304 3.8997 1.9670
O 6.5075 -0.6846 3.4865
H 5.6380 -0.7753 3.9045
H 7.0067 -1.4465 3.8170
O -8.3169 -1.2901 2.1403
H -7.6342 -1.6977 2.6941
H -8.0968 -0.3465 2.1540
O -1.4271 -2.8768 -3.0926
H -2.0388 -2.3104 -3.5864
H -1.6819 -2.7455 -2.1670
O -12.3925 2.3325 1.4675
H -13.2620 2.2418 1.8855
H -11.8933 1.5706 1.7980
O -1.1767 -2.1724 4.0402
H -1.4058 -1.6143 4.7985
H -1.8035 -2.9094 4.0942
O 6.2734 3.8161 -2.7496
H 6.8426 3.5881 -3.4999
H 6.7980 3.5669 -1.9738
O 6.2598 -3.5311 2.8122
H 6.1306 -2.6523 2.4251
H 5.7236 -4.1139 2.2539
O 9.4614 0.6303 3.2425
H 8.5920 0.5395 3.6605
H 9.9606 -0.1317 3.5730
O 3.0877 0.1217 4.9028
H 2.4347 -0.2722 5.5007
H 2.6916 0.9690 4.6493
O 1.7598 4.2577 -1.8355
H 1.6306 5.1366 -2.2226
H 1.2236 3.6749 -2.3938
O -3.0402 -6.1707 2.1907
H -3.1694 -5.2919 1.8035
H -3.5764 -6.7535 1.6323
O 5.2075 -0.8022 -3.7584
H 4.6895 -0.0067 -3.5634
H 5.5170 -0.6632 -4.6660
O 10.3829 1.0776 0.1039
H 11.2950 1.2951 0.3484
H 9.9362 0.9520 0.9546
O -0.8940 -0.0104 -4.1733
H -0.1259 -0.5150 -3.8661
H -0.6661 0.2316 -5.0836
O -1.2402 -0.4876 -7.1942
H -1.3694 0.3912 -7.5813
H -1.7764 -1.0704 -7.7525
O 6.4331 -4.9170 0.3348
H 7.3931 -4.9641 0.2119
H 6.0879 -5.6071 -0.2514
O -2.6124 1.8526 -8.6742
H -3.4713 1.7957 -8.2291
H -2.8023 2.3446 -9.4872
*
```

For the gap between HOMO and LUMO, the calculation gives 4.4 eV.

---

# 2
Entry from the Open Molecules 2025 dataset: one molecule with the formula C5H13NO2 (wB97M-V/def2-TZVPD).

ORCA input file:
```
! RIJCOSX wB97M-V def2-TZVPD def2/J DEFGRID3
* xyz 0 1
C -0.4418 1.7790 -0.8297
C 0.4077 0.5900 -0.3993
C 0.6797 -0.3785 -1.5510
O 1.6112 1.1094 0.0874
N -0.3421 -0.1067 0.7751
C 0.5815 -0.9224 1.7147
C -1.4592 -0.9448 0.2882
O -0.7940 0.7874 1.6721
H 0.1930 2.4961 -1.3426
H -1.2485 1.4775 -1.4924
H -0.8473 2.2236 0.0803
H -0.2286 -0.6583 -2.0752
H 1.1930 -1.2790 -1.2164
H 1.3239 0.1397 -2.2604
H 2.2505 0.4012 0.2041
H 1.3207 -0.2429 2.1204
H -0.0083 -1.3558 2.5207
H 1.0497 -1.7086 1.1283
H -2.0094 -1.2905 1.1643
H -1.1030 -1.7988 -0.2870
H -2.1288 -0.3177 -0.3017
*
```

As for the SMILES: CC(C)(O)[N+](C)(C)[O-]. For the gap between HOMO and LUMO, the calculation gives 8.7 eV. The energy above the lowest of the compared OMol25 structures with the same formula, charge and spin is 84.3 kcal per mole.

---

# 3
Entry from the Open Molecules 2025 dataset: a 2-piece molecular cluster, C9H12BCl4NO overall (wB97M-V/def2-TZVPD).

ORCA input file:
```
! RIJCOSX wB97M-V def2-TZVPD def2/J DEFGRID3
* xyz 0 1
Cl -1.1867 3.8380 1.0109
B 0.0415 3.0697 -0.1239
Cl -0.7203 2.3929 -1.7189
Cl 1.3999 4.3160 -0.5747
O 0.6494 1.9229 0.6166
C 1.6084 1.1780 0.1774
C 1.5847 -0.2416 0.5631
C 2.3116 -1.2288 -0.1391
C 2.4368 -2.5139 0.3831
C 1.8159 -2.8276 1.6001
Cl 2.0481 -4.3715 2.3087
C 0.9566 -1.9083 2.2140
C 0.8227 -0.6273 1.6909
H 2.2136 1.4987 -0.6883
H 2.7661 -0.9637 -1.0906
H 3.0284 -3.2722 -0.1191
H 0.4126 -2.1915 3.1102
H 0.1511 0.0923 2.1550
C 3.1934 3.2399 1.9928
N 3.3267 2.2634 0.9193
C 4.4266 2.6515 0.0387
H 2.6674 2.8067 2.8426
H 4.1860 3.5889 2.3282
H 2.6298 4.0924 1.6009
H 3.4786 1.3328 1.2932
H 4.7138 1.8180 -0.6023
H 4.0866 3.4901 -0.5782
H 5.3110 2.9736 0.6198
*
```

For the gap between HOMO and LUMO, the calculation gives 8.3 eV. The energy above the lowest of the compared OMol25 structures with the same formula, charge and spin is 16.9 kcal per mole.

---

# 4
Entry from the Open Molecules 2025 dataset: one molecule with the formula C4H4N2 (wB97M-V/def2-TZVPD).

ORCA input file:
```
! RIJCOSX wB97M-V def2-TZVPD def2/J DEFGRID3
* xyz 0 1
C 2.4120 0.4136 1.4386
C 1.6063 -0.4411 1.2541
N 0.7424 -1.3860 1.1386
C -0.3068 -1.3386 0.4611
N -0.8125 -0.3379 -0.2956
C -1.9918 -0.4856 -0.7462
H 2.8639 1.1438 1.9672
H -1.1112 -2.2028 0.7049
H -2.5044 0.3161 -1.3735
H -2.6074 -1.3114 -0.5064
*
```

As for the SMILES: C#C/N=C\N=C. For the gap between HOMO and LUMO, the calculation gives 8.5 eV. The energy above the lowest of the compared OMol25 structures with the same formula, charge and spin is 88.8 kcal per mole.

---

| no. | highest occupied orbital energy (eV) |
| --- | --- |
| 1 | -10.564 |
| 2 | -8.039 |
| 3 | -9.644 |
| 4 | -9.134 |